Entry one
Molecular formula: CH3N2O
Method: DFT, ωB97M-V/def2-TZVPD

Last column: Löwdin charge in e.
Positions of all 7 atoms, in Å:
1 C -0.220 -0.413 -1.444  0.101
2 N 0.229 0.851 3.085  0.264
3 N 0.353 0.610 2.020  0.159
4 O -0.028 -0.440 -0.250  0.075
5 H -0.532 -1.289 -1.881  0.096
6 H -0.130 0.341 -2.230  0.139
7 H 0.328 0.339 0.700  0.166

Results
Total charge: +1
Kohn-Sham gap (eV): 12.121
Spin multiplicity: 1



Entry two
Molecular formula: CH3N2O
Method: DFT, ωB97M-V/def2-TZVPD

Last column: Löwdin charge in e.
Positions of all 7 atoms, in Å:
1 C -0.213 0.040 -0.019  -0.030
2 O -1.337 0.740 -0.166  0.097
3 N -2.847 0.034 0.155  0.159
4 N -3.874 -0.277 -0.014  0.337
5 H -0.207 -0.811 -0.685  0.138
6 H 0.285 -0.141 0.886  0.137
7 H 0.469 0.807 -0.100  0.161

Results
Total charge: +1
Kohn-Sham gap (eV): 9.345
Spin multiplicity: 1
SMILES string: CO[N+]#N



Question: which arrangement is favored energetically? Ranking from most to least stable: entry one, entry two.



Entry one
Molecular formula: C5H13N2S
Method: DFT, ωB97M-V/def2-TZVPD

Last column: Löwdin charge in e.
Positions of all 21 atoms, in Å:
1 C -0.052 -0.246 1.321  -0.462
2 C 2.106 0.501 0.190  -0.013
3 C 1.168 -0.307 0.492  -0.145
4 C -2.119 1.135 -0.411  -0.563
5 C -3.581 1.574 -0.233  -0.167
6 N 3.187 0.928 -0.385  0.188
7 N 1.904 -2.651 -0.361  0.066
8 S -1.680 -0.402 0.428  0.842
9 H -0.131 -1.133 2.013  0.092
10 H -0.057 0.697 1.934  0.102
11 H -1.944 0.941 -1.545  0.090
12 H 1.467 -1.242 -0.281  0.110
13 H -1.365 1.974 -0.004  0.116
14 H -3.817 2.598 -0.616  0.099
15 H -3.931 1.554 0.758  0.051
16 H -4.237 0.960 -0.740  0.040
17 H 3.386 1.673 -1.066  0.161
18 H 4.033 0.542 -0.036  0.123
19 H 0.946 -3.011 -0.271  0.090
20 H 2.606 -3.154 0.157  0.079
21 H 2.111 -2.929 -1.343  0.099

Results
Total charge: +1
Kohn-Sham gap (eV): 8.075
Spin multiplicity: 1



Entry two
Molecular formula: C5H13N2S
Method: DFT, ωB97M-V/def2-TZVPD

Last column: Löwdin charge in e.
Positions of all 21 atoms, in Å:
1 C -1.177 -0.207 -2.813  -0.066
2 C -1.123 0.565 -1.797  0.058
3 C 0.125 1.861 1.398  -0.111
4 C 1.075 0.769 0.829  -0.180
5 C 0.224 -0.433 0.358  -0.401
6 N -0.715 -0.853 1.283  -0.278
7 N 0.801 -1.592 -0.350  0.140
8 S -0.310 -2.438 1.936  0.906
9 H -1.646 0.177 -3.632  0.043
10 H -0.756 -1.165 -2.699  0.032
11 H -1.516 1.556 -1.447  0.073
12 H 0.737 2.861 1.424  0.133
13 H -0.762 2.017 0.850  0.034
14 H -0.394 1.553 2.367  0.090
15 H 1.718 0.576 1.734  0.140
16 H 1.415 1.187 -0.106  0.105
17 H -0.986 -0.158 1.958  0.068
18 H 0.431 -2.481 0.322  0.047
19 H 0.448 -1.439 -1.274  0.095
20 H 1.801 -1.570 -0.254  0.154
21 H -1.190 -3.258 1.343  -0.082

Results
Total charge: +1
Kohn-Sham gap (spin up / spin down) (eV): 8.466 / 8.271
Spin multiplicity: 1



Question: which arrangement is favored energetically? Ranking from most to least stable: entry one, entry two.



Entry one
Molecular formula: C21H19NO3
Method: DFT, ωB97M-V/def2-TZVPD

Last column: Löwdin charge in e.
Positions of all 44 atoms, in Å:
1 C -4.510 -1.868 1.876  -0.046
2 O -4.449 -0.868 0.849  -0.033
3 C -3.688 -1.142 -0.226  -0.490
4 O -3.229 -2.238 -0.498  0.094
5 C -3.489 -0.045 -1.267  -0.049
6 C -2.699 1.190 -0.686  -0.107
7 C -1.371 0.761 -0.123  -0.094
8 C -0.295 0.587 -0.961  -0.082
9 C 1.064 0.314 -0.538  0.034
10 C 1.908 0.129 -1.619  -0.185
11 C 3.330 -0.126 -1.638  -0.161
12 C 4.014 -0.214 -2.858  -0.033
13 C 5.421 -0.320 -2.909  -0.073
14 C 6.187 -0.420 -1.727  -0.101
15 C 5.549 -0.254 -0.505  -0.081
16 C 4.122 -0.146 -0.454  -0.006
17 N 1.089 0.289 -2.723  0.141
18 C -0.186 0.634 -2.380  -0.430
19 O -0.887 1.090 -3.259  0.085
20 C -1.249 0.661 1.346  -0.181
21 C -1.506 1.775 2.125  -0.028
22 C -1.181 1.755 3.482  -0.057
23 C -0.659 0.557 4.043  -0.064
24 C -0.531 -0.599 3.245  -0.085
25 C -0.772 -0.549 1.905  -0.042
26 H -3.512 -2.206 2.215  0.095
27 H -4.981 -2.760 1.463  0.088
28 H -5.130 -1.507 2.717  0.099
29 H -2.899 -0.471 -2.098  0.125
30 H -4.419 0.306 -1.695  0.119
31 H -3.292 1.745 0.058  0.118
32 H -2.542 1.898 -1.505  0.116
33 H 1.432 0.252 0.513  0.123
34 H 3.475 -0.215 -3.791  0.099
35 H 5.915 -0.420 -3.895  0.108
36 H 7.278 -0.562 -1.769  0.106
37 H 6.124 -0.312 0.437  0.107
38 H 3.646 -0.137 0.526  0.102
39 H 1.426 0.534 -3.627  0.144
40 H -1.894 2.672 1.712  0.108
41 H -1.329 2.652 4.085  0.104
42 H -0.453 0.476 5.102  0.094
43 H -0.214 -1.491 3.757  0.101
44 H -0.614 -1.406 1.297  0.118

Results
Kohn-Sham gap (eV): 6.966
Spin multiplicity: 1
SMILES string: COC(=O)CC/C(=C1/C=C(c2ccccc2)NC1=O)c1ccccc1



Entry two
Molecular formula: C21H19NO3
Method: DFT, ωB97M-V/def2-TZVPD

Last column: Löwdin charge in e.
Positions of all 44 atoms, in Å:
1 C 0.343 1.120 -6.090  -0.061
2 C 0.280 0.831 -4.623  -0.289
3 C 0.667 -0.418 -4.129  -0.037
4 C 0.687 -0.668 -2.759  -0.014
5 C 0.334 0.337 -1.850  -0.148
6 C 0.467 0.067 -0.350  -0.242
7 O 0.316 -1.326 -0.178  -0.035
8 C 0.605 -1.892 1.064  -0.242
9 C -0.483 -2.353 1.824  0.022
10 C -0.262 -3.295 2.831  -0.051
11 C 1.031 -3.730 3.116  0.003
12 C 2.116 -3.118 2.464  -0.151
13 N 3.444 -3.579 2.728  -0.319
14 O 4.405 -2.991 2.184  0.056
15 O 3.599 -4.564 3.481  0.056
16 C 1.914 -2.152 1.464  0.089
17 C -0.465 0.832 0.569  -0.176
18 C -0.048 1.071 1.883  -0.024
19 C -0.857 1.808 2.743  -0.036
20 C -2.019 2.415 2.263  -0.287
21 C -2.763 3.393 3.119  -0.059
22 C -2.489 2.085 0.989  -0.031
23 C -1.737 1.251 0.158  -0.028
24 C -0.071 1.587 -2.350  -0.035
25 C -0.129 1.820 -3.724  -0.037
26 H -0.471 1.788 -6.379  0.077
27 H 1.289 1.611 -6.348  0.086
28 H 0.277 0.195 -6.668  0.075
29 H 0.962 -1.200 -4.833  0.113
30 H 0.995 -1.650 -2.398  0.118
31 H 1.503 0.350 -0.086  0.161
32 H -1.480 -1.980 1.590  0.130
33 H -1.110 -3.699 3.385  0.113
34 H 1.231 -4.522 3.836  0.119
35 H 2.779 -1.689 0.996  0.134
36 H 0.929 0.701 2.209  0.120
37 H -0.569 1.957 3.787  0.118
38 H -3.460 3.970 2.505  0.075
39 H -3.337 2.887 3.905  0.085
40 H -2.063 4.080 3.612  0.083
41 H -3.436 2.518 0.657  0.114
42 H -2.114 0.990 -0.835  0.123
43 H -0.346 2.376 -1.650  0.113
44 H -0.465 2.786 -4.111  0.115

Results
Kohn-Sham gap (eV): 8.121
Spin multiplicity: 1
SMILES string: Cc1ccc(C(Oc2cccc([N+](=O)[O-])c2)c2ccc(C)cc2)cc1



Question: which arrangement is favored energetically? Ranking from most to least stable: entry one, entry two.



Entry one
Molecular formula: C5H11O2PS2
Method: DFT, ωB97M-V/def2-TZVPD

Last column: Löwdin charge in e.
Positions of all 21 atoms, in Å:
1 C 0.732 -1.955 -3.110  -0.061
2 C 0.093 -0.544 -2.913  -0.288
3 O -0.532 -0.398 -1.697  -0.183
4 C 0.231 -0.188 -0.656  -1.000
5 S 1.850 0.050 -0.387  0.616
6 P -0.990 -0.498 0.984  0.660
7 S -0.167 -2.380 1.149  0.429
8 O -0.367 0.108 2.470  -0.511
9 C -0.685 1.393 3.061  -0.300
10 C -0.439 2.500 2.071  -0.093
11 H 0.722 -2.009 -4.183  0.062
12 H 1.790 -2.111 -2.736  0.085
13 H 0.025 -2.595 -2.604  0.075
14 H -0.784 -0.679 -3.613  0.135
15 H 0.634 0.376 -3.148  0.121
16 H 0.663 -2.254 2.149  -0.185
17 H -1.708 1.140 3.434  0.119
18 H -0.144 1.553 3.987  0.110
19 H 0.453 2.193 1.643  0.034
20 H -1.287 2.938 1.465  0.107
21 H -0.089 3.358 2.634  0.068

Results
Kohn-Sham gap (eV): 8.272
Spin multiplicity: 1
SMILES string: CCOC(=S)P(S)OCC



Entry two
Molecular formula: C5H11O2PS2
Method: DFT, ωB97M-V/def2-TZVPD

Last column: Löwdin charge in e.
Positions of all 21 atoms, in Å:
1 C -0.544 1.419 1.751  -0.045
2 C -0.590 0.260 0.693  -0.443
3 C -1.701 0.487 -0.328  -0.067
4 C 0.805 0.146 0.074  -0.388
5 C 0.986 1.242 -1.038  -0.269
6 O 1.365 0.908 -2.098  0.049
7 P 1.042 -1.499 -0.677  0.090
8 O -0.128 -1.587 -1.767  -0.286
9 S 2.808 -1.981 -1.441  0.188
10 S 0.265 -2.914 0.833  0.455
11 H -1.418 2.052 1.620  0.071
12 H 0.228 1.992 1.445  0.014
13 H -0.386 1.087 2.810  0.104
14 H -0.806 -0.714 1.275  0.077
15 H -2.425 -0.187 -0.055  0.053
16 H -2.167 1.521 -0.181  0.100
17 H -1.351 0.590 -1.360  0.076
18 H 1.579 0.433 0.817  0.141
19 H 0.933 2.297 -0.726  0.138
20 H 0.177 -1.771 -2.675  0.092
21 H 1.328 -3.780 1.029  -0.150

Results
Kohn-Sham gap (eV): 9.151
Spin multiplicity: 1
SMILES string: CC(C)[C@H](C=O)[P@@](O)(=S)S



Question: which arrangement is favored energetically? Ranking from most to least stable: entry two, entry one.



Entry one
Molecular formula: C2H11NO2
Method: DFT, ωB97M-V/def2-TZVPD

Last column: Löwdin charge in e.
Positions of all 16 atoms, in Å:
1 C -1.284 -0.404 0.155  -0.178
2 N -0.721 0.676 -0.650  -0.155
3 C -0.476 1.812 0.255  -0.164
4 H -0.441 -1.077 0.339  0.047
5 H -1.989 -0.174 1.004  0.091
6 H -1.848 -1.190 -0.364  0.073
7 H -1.437 1.123 -1.247  0.100
8 H -0.651 2.795 -0.175  0.072
9 H 0.567 1.745 0.559  0.061
10 H -1.047 1.848 1.205  0.073
11 O 2.333 -0.606 1.338  -0.050
12 H 1.785 -0.213 2.016  0.032
13 H 2.264 -1.537 1.152  0.026
14 O 1.036 -1.876 -2.014  -0.062
15 H 0.878 -1.060 -2.511  0.043
16 H 1.029 -1.859 -1.062  -0.008

Results
Kohn-Sham gap (eV): 10.272
Spin multiplicity: 1
SMILES string: CNC.O.O



Entry two
Molecular formula: C2H11NO2
Method: DFT, ωB97M-V/def2-TZVPD

Last column: Löwdin charge in e.
Positions of all 16 atoms, in Å:
1 C -1.071 -0.870 -0.738  0.033
2 C -0.246 -1.361 0.257  -0.227
3 N -0.204 -0.854 1.524  0.030
4 H 0.047 -0.386 -0.703  0.080
5 H -1.304 -1.445 -1.616  0.114
6 H -1.741 -0.081 -0.430  0.122
7 H 0.262 -2.293 0.051  0.134
8 H 2.367 -0.091 0.777  0.033
9 H -0.952 -1.171 2.124  0.101
10 H -0.111 0.188 1.533  0.038
11 H 0.200 1.138 -0.649  -0.010
12 H 1.019 1.234 -2.063  0.071
13 O 0.496 0.602 -1.562  -0.181
14 H 0.448 2.436 0.581  -0.022
15 H 2.660 -0.696 0.457  0.039
16 O 0.089 1.549 0.666  -0.355

Results
Kohn-Sham gap (eV): 9.163
Spin multiplicity: 1



Question: which arrangement is favored energetically? Ranking from most to least stable: entry one, entry two.



Entry one
Molecular formula: C5H11N2O
Method: DFT, ωB97M-V/def2-TZVPD

Last column: Löwdin charge in e.
Positions of all 19 atoms, in Å:
1 N -0.648 0.533 1.022  0.094
2 C 0.664 0.383 0.507  -0.309
3 C 1.696 0.102 1.357  -0.074
4 N 1.475 -0.328 2.757  0.175
5 C 0.600 0.565 -0.969  -0.146
6 C -0.060 -0.624 -1.590  -0.121
7 C -1.470 -0.324 -2.282  -0.124
8 O -2.430 -0.250 -1.498  0.019
9 H -1.515 0.291 0.375  0.148
10 H -0.889 1.075 1.818  0.088
11 H 2.811 0.196 1.079  0.155
12 H 1.705 0.603 3.265  0.217
13 H 0.518 -0.546 2.759  0.110
14 H 2.058 -1.157 3.058  0.199
15 H 1.565 0.723 -1.430  0.125
16 H 0.094 1.524 -1.071  0.136
17 H -0.324 -1.318 -0.856  0.098
18 H 0.558 -1.107 -2.227  0.080
19 H -1.516 -0.340 -3.374  0.128

Results
Total charge: +1
Kohn-Sham gap (eV): 9.572
Spin multiplicity: 1
SMILES string: N/C(=C\[NH3+])CCC=O



Entry two
Molecular formula: C5H11N2O
Method: DFT, ωB97M-V/def2-TZVPD

Last column: Löwdin charge in e.
Positions of all 19 atoms, in Å:
1 C -1.513 -1.476 -2.222  -0.042
2 C -0.722 -0.575 -1.313  -0.245
3 N -0.305 0.680 -1.952  0.147
4 C -0.114 -0.843 0.022  0.041
5 C 0.396 0.144 0.902  -0.217
6 N 0.575 -0.239 2.078  0.089
7 C 1.181 0.606 3.081  -0.268
8 O 1.479 1.859 2.601  0.023
9 H -2.583 -1.250 -2.418  0.113
10 H -1.083 -1.422 -3.169  0.057
11 H -1.520 -2.531 -2.080  0.088
12 H -0.295 1.601 -1.350  0.207
13 H -1.040 0.889 -2.695  0.183
14 H 0.641 0.478 -2.542  0.249
15 H -0.396 -1.831 0.513  0.150
16 H 0.378 1.202 0.586  0.119
17 H 2.076 0.079 3.361  0.131
18 H 0.518 0.522 3.957  0.141
19 H 2.327 2.105 2.638  0.036

Results
Total charge: +1
Kohn-Sham gap (eV): 8.765
Spin multiplicity: 1
SMILES string: C/C([NH3+])=C/C=N/CO



Question: which arrangement is favored energetically? Ranking from most to least stable: entry one, entry two.